{
  "formula": "C5H11N2",
  "method": "ωB97M-V with the def2-TZVPD basis set",
  "elements": ["C", "C", "C", "C", "C", "N", "N", "H", "H", "H", "H", "H", "H", "H", "H", "H", "H", "H"],
  "positions_angstrom": [[0.29968, -1.34957, -0.41878], [-1.13168, -1.30232, -0.01415], [-1.67066, -0.07538, 0.72842], [2.35681, -0.35217, 0.49765], [-1.87212, 1.11689, -0.19952], [1.28251, -0.67869, -0.01763], [3.02413, 0.85988, -0.05209], [0.53516, -2.11145, -1.16014], [-1.72348, -1.46664, -0.91970], [-1.27352, -2.19649, 0.60655], [-2.62848, -0.34177, 1.17346], [-0.99032, 0.18548, 1.54149], [-2.17244, 1.99155, 0.36987], [-2.65493, 0.90412, -0.92609], [-0.96017, 1.36071, -0.74596], [4.03841, 0.74744, 0.08585], [2.72073, 1.67461, 0.49935], [2.82035, 1.03381, -1.04859]],
  "forces_ev_per_angstrom": [[-0.410, -0.526, -0.545], [-0.359, 0.357, 0.346], [0.406, 0.016, -0.232], [0.509, -0.819, 1.431], [0.006, -0.113, 0.104], [-0.113, 0.650, -0.349], [-0.184, 0.399, -0.695], [0.128, -0.002, -0.007], [0.074, -0.126, 0.017], [0.044, -0.087, -0.100], [0.070, -0.063, 0.091], [-0.056, -0.021, 0.103], [-0.026, 0.119, -0.014], [0.002, 0.032, -0.078], [0.047, 0.061, -0.050], [-0.392, 0.070, -0.051], [0.124, -0.113, -0.106], [0.130, 0.166, 0.135]],
  "mulliken_charge": [-0.198, -0.573, -0.412, -0.376, -1.112, 0.176, -0.283, 0.400, 0.365, 0.322, 0.313, 0.303, 0.328, 0.330, 0.290, 0.407, 0.359, 0.360],
  "total_charge": 1,
  "relative_energy_kj_mol": 257.90
}

---

{
  "formula": "C5H13NO",
  "method": "ωB97M-V with the def2-TZVPD basis set",
  "elements": ["C", "C", "N", "C", "C", "C", "O", "H", "H", "H", "H", "H", "H", "H", "H", "H", "H", "H", "H", "H"],
  "positions_angstrom": [[0.96801, -0.69138, 1.87220], [0.37630, -1.59943, 0.78224], [-0.04804, -1.07029, -0.52952], [1.11515, -0.89939, -1.39437], [-0.89850, 0.10421, -0.50331], [-0.39830, 1.45796, -0.03971], [-1.31214, 2.52014, -0.31185], [0.15407, -0.27155, 2.43958], [1.49070, 0.16596, 1.44327], [1.71650, -1.22184, 2.45562], [-0.53228, -2.05672, 1.17503], [1.01747, -2.46040, 0.56484], [1.94469, -0.34682, -0.93383], [1.55373, -1.88199, -1.60035], [0.83691, -0.38529, -2.31333], [-1.32637, 0.27824, -1.49223], [-1.77062, -0.19002, 0.09515], [0.61632, 1.68800, -0.38606], [-0.23011, 1.54310, 1.03176], [-1.89241, 2.23463, -1.02865]],
  "forces_ev_per_angstrom": [[0.321, 0.322, -1.199], [-0.993, -0.689, -0.292], [1.309, 0.718, 0.024], [0.345, -0.222, 0.225], [-1.048, -0.442, 0.529], [0.843, 0.791, 1.084], [-0.030, -0.490, -0.442], [-0.041, -0.015, 0.649], [0.130, -0.066, -0.135], [-0.318, -0.074, 0.358], [-0.061, -0.061, 0.325], [0.152, 0.284, -0.011], [-0.106, 0.320, 0.063], [-0.278, 0.058, -0.290], [0.003, -0.163, -0.086], [0.201, -0.229, -0.422], [0.024, 0.249, 0.141], [-0.173, 0.004, -0.819], [-0.375, -0.463, 0.284], [0.094, 0.168, 0.014]],
  "mulliken_charge": [-1.007, -0.681, 0.004, -1.003, -0.853, -0.154, -0.539, 0.316, 0.283, 0.322, 0.383, 0.407, 0.326, 0.331, 0.328, 0.510, 0.283, 0.255, 0.169, 0.320],
  "total_charge": 0,
  "smiles": "CCN(C)CCO",
  "relative_energy_kj_mol": 164.60
}

---

{
  "formula": "C3H3FeLiO",
  "method": "ωB97M-V with the def2-TZVPD basis set",
  "elements": ["C", "O", "Li", "H", "Fe", "C", "C", "H", "H"],
  "positions_angstrom": [[0.86193, -2.12191, 1.57759], [0.46426, -1.30442, 2.33650], [0.19982, 0.60152, 1.72244], [1.11866, -3.18155, 1.82586], [1.41901, 0.78809, -2.58466], [0.89314, 0.61094, -0.68547], [-0.08729, 1.35828, -0.10488], [1.56439, 0.02035, -0.02271], [-0.75339, 1.86824, -0.82452]],
  "forces_ev_per_angstrom": [[-0.027, 0.017, 0.325], [0.167, -0.109, -0.359], [-0.126, -0.072, 0.256], [-0.109, 0.141, 0.022], [-0.398, 0.051, 0.734], [-0.838, 0.947, 1.995], [1.314, -1.171, -2.832], [0.104, -0.027, -0.820], [-0.085, 0.223, 0.681]],
  "mulliken_charge": [0.139, -0.406, 0.956, 0.310, 0.310, -0.281, -0.391, 0.226, 0.137],
  "spin_multiplicity": 6,
  "s_squared": 8.77,
  "total_charge": 1,
  "e_tot_ev": -39786.2707
}

---

Calculated strongest force on any atom in order - 0.03356, 0.03082, 0.06485 hartree/bohr